An isolated molecule of C5H9N3 in a non-equilibrium geometry. Source: OMol25; level of theory: ωB97M-V with the def2-TZVPD basis set.

The geometry in ORCA input format:
```
! wB97M-V def2-TZVPD RIJCOSX def2/J DEFGRID3
* xyz 0 1
C -0.78376 0.86233 -1.17395
H 3.00499 -0.14844 1.54231
H -1.12905 -0.29164 -4.69884
N 2.13415 0.19638 1.47254
C 1.15887 -0.98332 1.57716
N -1.30384 -0.10042 -0.24715
H -0.34194 0.04763 2.93476
H 0.28422 1.00233 -0.76142
H 0.68428 -1.42868 0.58612
H -2.43307 -0.33918 -0.20845
N -1.16028 -0.00956 1.17075
H 1.69443 -1.66859 2.36567
C -1.37386 0.01723 -3.66075
H -1.34877 1.94223 -0.88359
C -0.12674 -0.37405 1.96183
C -0.88018 0.47883 -2.63989
H 1.92055 0.79694 0.66289
*
```

Summary:
- Relative energy (zero: lowest compared OMol25 entry of this formula, charge and spin): 162.6 kcal per mole
- LUMO: 0.83 eV
- Largest force on an atom: 5.83 eV/A
- SMILES: C#CCN/N=C\CN
- Calculated total energy: -9794.417 eV
- HOMO level: -7.95 eV

Results of the Löwdin charge analysis, in e, for atoms 1 through 4: -0.280, -0.007, 0.046, 0.011